Record 1
{"formula": "C5H7N5S", "method": "the ωB97M-V functional and the def2-TZVPD basis", "multiplicity": 1, "smiles": "C/C(=C/C=S)c1nnnn1N", "symbols": ["C", "C", "C", "C", "C", "N", "N", "N", "N", "N", "S", "H", "H", "H", "H", "H", "H", "H"], "coordinates": [[-1.34271, -0.38788, 0.51303], [0.71173, 0.94624, 0.29161], [0.10923, -0.26833, 0.41221], [0.09792, 2.25401, 0.50033], [0.93650, -1.51854, 0.21944], [-3.35599, -0.61426, 1.07734], [-2.13455, -0.48395, 1.56991], [-3.40281, -0.63975, -0.17646], [-2.14221, -0.44560, -0.53179], [-1.76754, -0.36654, -1.89039], [-1.46565, 2.71174, 0.84363], [1.80308, 0.89719, 0.03518], [0.92486, 2.94911, 0.51240], [0.53623, -2.36694, 0.77301], [2.09019, -1.31830, 0.40413], [0.92493, -1.79104, -0.83067], [-2.39384, -0.91054, -2.40504], [-1.86470, 0.69233, -2.19258]], "lowdin_charge": [-0.366, -0.129, -0.210, -0.602, -0.041, -0.056, 0.073, 0.054, -0.177, 0.125, 0.675, 0.123, 0.037, 0.082, 0.126, 0.075, 0.056, 0.153]}

=====

Record 2
{"formula": "C5H7N5S", "method": "the ωB97M-V functional and the def2-TZVPD basis", "multiplicity": 1, "symbols": ["C", "C", "C", "C", "C", "N", "N", "N", "N", "N", "S", "H", "H", "H", "H", "H", "H", "H"], "coordinates": [[2.67144, 1.51036, 0.39658], [0.77859, -0.01008, -0.79709], [0.70048, 1.43470, -1.01618], [1.81672, -0.52022, -0.07557], [-2.94456, -0.56295, 0.82811], [2.77821, 0.21465, 0.42938], [1.59949, 2.15261, -0.32253], [-0.24776, -0.72944, -1.39223], [-1.36289, -0.68899, -0.79991], [-1.59927, -0.39314, 0.42946], [2.05429, -2.36213, 0.16968], [3.42029, 2.14399, 0.77686], [-3.51763, -0.62910, -0.09311], [-2.94633, -1.36625, 1.47419], [-3.31385, 0.26102, 1.36721], [1.53909, 3.14650, -0.48602], [0.81115, -2.58475, 0.49128], [-2.23746, -1.01675, -1.38011]], "lowdin_charge": [-0.095, -0.354, -0.016, -0.575, -0.115, 0.050, 0.032, 0.035, -0.118, -0.018, 0.754, 0.102, 0.073, 0.055, 0.064, 0.117, -0.194, 0.204]}

=====

Record 3
{"formula": "C5H7N6", "method": "the ωB97M-V functional and the def2-TZVPD basis", "multiplicity": 1, "total_charge": -1, "symbols": ["C", "C", "C", "C", "C", "N", "N", "N", "N", "N", "N", "H", "H", "H", "H", "H", "H", "H"], "coordinates": [[0.67141, -0.23090, -1.05562], [1.33240, 0.30220, -0.02528], [-1.52641, 0.80003, 1.73317], [2.80966, 0.75509, -0.15068], [-1.51895, -0.59323, -2.29541], [0.78954, 0.68615, 1.17542], [-0.71011, -1.14531, 1.31608], [-2.46983, -0.09696, 1.96703], [-1.99429, -1.22871, 1.57334], [-0.39443, 0.14503, 1.40564], [-0.47160, -0.79257, -1.39772], [3.14376, 1.03396, 0.89061], [3.41535, -0.14921, -0.54729], [2.88306, 1.56627, -0.76489], [-2.08767, 0.28822, -2.29517], [-2.03258, -1.47026, -2.29534], [-1.44215, 1.89146, 2.07468], [-0.39714, -1.76126, -1.30857]], "lowdin_charge": [-0.054, -0.433, -0.195, -0.078, -0.069, -0.008, 0.023, -0.064, -0.119, -0.245, -0.112, 0.068, 0.089, 0.009, 0.000, -0.027, 0.122, 0.092]}

=====

Record 4
{"formula": "C5H7N6", "method": "the ωB97M-V functional and the def2-TZVPD basis", "multiplicity": 1, "smiles": "Cn1c[nH+]c(-c2nnc[nH]2)n1", "total_charge": 1, "symbols": ["C", "C", "C", "C", "C", "N", "N", "N", "N", "N", "N", "H", "H", "H", "H", "H", "H", "H"], "coordinates": [[3.58358, 1.25848, -0.06779], [1.80238, 0.09095, -0.07580], [-1.47939, -1.44698, 0.25507], [0.40605, -0.26630, -0.01204], [-3.56436, 0.28411, -0.14294], [3.88540, 0.01159, 0.19560], [2.86309, -0.73371, 0.20977], [-1.84560, -0.16645, 0.09921], [-0.64639, 0.57834, -0.05814], [2.26891, 1.34911, -0.31894], [-0.15163, -1.52859, 0.19688], [4.32967, 1.95680, -0.36451], [-2.14405, -2.25240, 0.50886], [-3.84607, 0.23000, -1.20716], [-3.77506, 1.21939, 0.31120], [-3.83395, -0.55272, 0.46734], [1.59968, 2.17067, -0.44171], [0.54773, -2.20229, 0.44509]], "lowdin_charge": [-0.128, -0.254, -0.052, -0.175, 0.202, 0.005, 0.069, -0.021, 0.140, 0.147, 0.175, 0.129, 0.157, 0.097, 0.069, 0.059, 0.209, 0.172]}

=====

Record 5
{"formula": "C5H7N6S2", "method": "the ωB97M-V functional and the def2-TZVPD basis", "multiplicity": 1, "total_charge": 1, "symbols": ["C", "C", "C", "C", "C", "N", "N", "N", "N", "N", "N", "S", "S", "H", "H", "H", "H", "H", "H", "H"], "coordinates": [[0.66453, 4.14232, -0.67474], [-1.45468, -0.96111, 2.82168], [0.53010, 1.80976, -0.46857], [-0.27593, -0.71094, 0.82187], [0.64265, -1.02422, -1.46512], [0.13514, 3.72918, 0.41608], [-1.30329, -2.06571, 2.23046], [0.07467, 2.37051, 0.55529], [-0.66804, -1.98796, 1.14169], [0.42989, -0.24718, -0.23594], [0.14725, -2.41798, -1.37224], [1.17073, 2.81474, -1.69051], [-0.71917, 0.42340, 2.08420], [0.65754, 5.10179, -1.02946], [-1.80019, -0.87519, 3.86083], [1.73636, -1.07126, -1.53498], [0.28369, -0.46465, -2.45772], [-0.74918, -2.70363, -1.87166], [0.85757, -2.99539, -1.82868], [-0.35964, -2.86647, 0.69750]], "lowdin_charge": [-0.379, -0.412, -0.403, -0.481, -0.262, -0.002, -0.018, -0.111, -0.003, 0.020, -0.003, 1.077, 1.148, 0.064, 0.102, 0.118, 0.158, 0.128, 0.090, 0.170]}

=====

Record 6
{"formula": "C5H7NO", "method": "the ωB97M-V functional and the def2-TZVPD basis", "multiplicity": 1, "symbols": ["C", "C", "O", "C", "C", "N", "C", "H", "H", "H", "H", "H", "H", "H"], "coordinates": [[-1.19554, -0.94608, 0.09641], [-1.13941, 0.35775, -0.68677], [-0.80808, 1.38504, 0.26123], [0.59905, 1.08791, 0.20320], [1.14389, -0.16067, 0.89484], [0.30417, -1.06713, 0.07397], [0.39048, 0.06335, -0.91878], [-1.69518, -0.89567, 1.07077], [-1.60267, -1.79058, -0.47444], [-1.91944, 0.66068, -1.39379], [1.19801, 2.00261, 0.16837], [2.11001, -0.25519, 0.29978], [1.32717, -0.34770, 1.95593], [1.28753, -0.09433, -1.55074]], "lowdin_charge": [-0.101, -0.197, -0.054, -0.227, -0.127, -0.062, -0.143, 0.122, 0.114, 0.139, 0.143, 0.131, 0.111, 0.149]}

=====

Record 7
{"formula": "C5H7NO", "method": "the ωB97M-V functional and the def2-TZVPD basis", "multiplicity": 1, "smiles": "C#CCCNC=O", "symbols": ["O", "C", "N", "C", "C", "C", "C", "H", "H", "H", "H", "H", "H", "H"], "coordinates": [[-1.99868, -0.09807, -1.29771], [-1.70887, 0.69073, -0.41832], [-1.03029, 0.36397, 0.71746], [-0.30652, -0.89854, 0.76461], [0.70437, -0.99606, -0.39230], [1.56808, 0.18876, -0.37062], [2.13250, 1.25101, -0.29009], [-1.96847, 1.76512, -0.46637], [-0.62124, 1.13617, 1.22878], [-1.01822, -1.72736, 0.71019], [0.20843, -0.95154, 1.72750], [1.28515, -1.92353, -0.33151], [0.13647, -1.00432, -1.32653], [2.61729, 2.20366, -0.25507]], "lowdin_charge": [0.017, -0.359, 0.012, -0.188, -0.193, -0.147, 0.107, 0.133, 0.128, 0.123, 0.122, 0.118, 0.105, 0.025]}

=====

Record 8
{"formula": "C5H7NO", "method": "the ωB97M-V functional and the def2-TZVPD basis", "multiplicity": 1, "symbols": ["O", "C", "C", "C", "N", "C", "C", "H", "H", "H", "H", "H", "H", "H"], "coordinates": [[2.43823, -0.37922, -1.04054], [1.59123, 0.45819, -0.83347], [0.38962, 0.18582, 0.00107], [-0.73370, -0.47573, -0.81135], [-1.33739, -0.43805, 0.58059], [-0.76721, 0.97696, 0.64058], [0.05092, -0.87883, 1.04820], [1.53059, 1.39268, -1.43340], [-1.23775, 0.15197, -1.55381], [-0.50110, -1.47043, -1.20242], [-1.30182, 1.70248, 0.01912], [-0.66034, 1.33936, 1.66834], [0.22480, -0.65261, 2.10538], [0.31391, -1.91259, 0.81172]], "lowdin_charge": [0.062, -0.198, -0.344, -0.123, -0.019, -0.105, -0.097, 0.131, 0.118, 0.122, 0.112, 0.111, 0.114, 0.117]}

=====

Number 1: E -866.563118 hartree. Number 2: E -866.504528 hartree. Number 3: E -523.070806 hartree. Number 4: E -522.942901 hartree. Number 5: E -1319.222298 hartree. Number 6: E -324.558668 hartree. Number 7: E -324.659195 hartree. Number 8: E -324.587920 hartree.